[1]
71
Properties=species:S:1:pos:R:3:forces:R:3 method="wB97M-V/def2-TZVPD" homo_lumo_gap_ha="0.2110 / 0.2770" largest_force_ha_per_bohr=0.0120 charge=+1 multiplicity=2
Hg -0.17525 -0.23404 0.30685 -0.17 -0.21 -0.16
N 4.50943 0.20846 -0.17215 0.10 0.11 -0.02
C 3.27519 -0.30010 -0.02634 -0.02 -0.04 -0.01
N 2.20174 0.40135 0.05021 -0.14 0.31 0.02
C 2.27185 1.80645 -0.06141 0.15 -0.10 -0.02
N 1.21584 2.55674 -0.11237 -0.10 0.05 0.00
N 0.03492 1.92770 -0.03252 0.02 0.00 -0.01
C -1.09674 2.61161 -0.15520 -0.05 -0.15 0.02
C -2.33852 1.93491 -0.03137 0.12 -0.01 0.08
C -3.56239 2.63708 -0.15600 -0.04 0.06 -0.01
C -4.75068 1.98200 -0.00851 -0.03 0.07 -0.02
C -4.75409 0.60143 0.27027 0.00 -0.08 0.00
C -3.54360 -0.03455 0.37212 0.02 0.07 0.06
N -2.36303 0.58566 0.22185 0.11 0.29 0.12
C 3.60076 2.42800 -0.12346 -0.05 -0.07 0.00
C 3.79621 3.80852 -0.12834 0.00 0.06 -0.01
C 5.07171 4.33751 -0.20855 -0.04 0.00 0.01
C 6.17624 3.49361 -0.28465 0.00 -0.01 -0.01
C 6.00298 2.12147 -0.27513 0.08 -0.02 0.00
C 4.72058 1.59968 -0.19266 -0.02 -0.09 0.01
H 5.29948 -0.41019 -0.23716 0.01 -0.03 0.00
H 3.20149 -1.38209 0.02756 0.01 0.01 0.00
H -1.06840 3.67740 -0.35184 -0.01 0.00 0.02
H -3.52838 3.69949 -0.36480 -0.02 -0.02 0.01
H -5.68572 2.51928 -0.10040 0.02 0.01 0.00
H -5.67425 0.05027 0.40291 0.03 0.02 -0.01
H -3.49519 -1.09677 0.58291 0.01 -0.02 0.01
H 2.92606 4.44911 -0.07605 0.02 -0.01 0.00
H 5.21099 5.41064 -0.21314 -0.01 -0.03 -0.01
H 7.17441 3.90514 -0.35231 -0.02 0.00 0.01
H 6.85756 1.45609 -0.33337 -0.03 0.02 0.00
C -2.29376 -4.48956 -3.97129 -0.02 -0.03 0.10
N -1.14294 -4.23950 -3.11373 -0.06 0.01 -0.19
N -0.99518 -3.00662 -2.50367 -0.03 0.01 -0.09
C -0.16506 -3.14561 -1.41617 -0.38 0.16 -0.02
O 0.27362 -2.15890 -0.78665 0.41 0.02 0.46
C 0.07264 -4.53699 -1.27112 0.09 -0.09 -0.02
C -0.55197 -5.16158 -2.31756 0.01 -0.07 0.04
C -0.67537 -6.61434 -2.62008 0.02 0.02 -0.02
C -1.18395 -1.78707 -3.22113 0.05 0.00 -0.05
C -1.85010 -0.74820 -2.59156 -0.09 -0.11 -0.01
C -1.98693 0.46847 -3.24414 -0.02 0.04 0.01
C -1.48561 0.63023 -4.52849 0.02 -0.06 -0.01
C -0.83666 -0.42579 -5.15861 -0.03 0.05 0.03
C -0.67008 -1.63575 -4.50184 0.05 -0.03 -0.02
H -2.58135 -3.56333 -4.45762 0.03 0.04 -0.02
H -3.14191 -4.86948 -3.39968 -0.02 0.01 0.03
H -2.01837 -5.21013 -4.73694 0.02 -0.02 0.01
H 0.66199 -4.99446 -0.49424 -0.02 0.02 -0.07
H -0.06842 -7.18741 -1.92395 -0.01 0.00 -0.01
H -0.34074 -6.83098 -3.63578 0.00 0.00 0.03
H -1.71060 -6.95029 -2.52939 0.02 0.03 0.01
H -2.26209 -0.88895 -1.59900 0.06 -0.05 -0.28
H -2.49487 1.28515 -2.74451 0.02 -0.04 -0.03
H -1.60090 1.57714 -5.04087 0.00 -0.04 0.02
H -0.44533 -0.30377 -6.15990 0.00 0.00 0.01
H -0.13932 -2.45400 -4.97493 -0.02 0.02 0.03
O -0.00081 -0.62537 2.62271 -0.04 -0.13 0.14
S 1.16533 -0.42586 3.57317 0.00 -0.03 -0.21
C 0.42554 -0.12545 5.21414 0.00 0.04 -0.02
C 0.78573 1.29853 5.65607 0.02 0.00 -0.04
C 2.01190 1.72174 4.84244 -0.03 -0.04 0.01
C 1.71374 1.28986 3.41420 0.01 0.03 0.04
H 0.81329 -0.89191 5.88270 0.02 0.01 0.00
H -0.64019 -0.29277 5.06501 -0.01 -0.01 0.03
H 0.97700 1.33943 6.72678 -0.02 -0.01 0.01
H -0.04386 1.97360 5.44354 0.00 -0.01 -0.01
H 2.90408 1.20715 5.21114 0.00 0.03 -0.01
H 2.20573 2.79136 4.90177 -0.02 0.02 -0.01
H 2.56059 1.33896 2.73088 -0.02 -0.01 0.04
H 0.86314 1.82572 2.98322 0.04 0.02 -0.01


[2]
71
Properties=species:S:1:pos:R:3:forces:R:3 method="wB97M-V/def2-TZVPD" homo_lumo_gap_ha=0.2710 e_above_lowest_ev=0.4161 largest_force_ha_per_bohr=0.0110 charge=0
K 0.07272 -0.74762 -0.59235 -0.01 0.49 0.11
C 3.36165 1.94592 -0.95292 0.01 0.03 -0.01
O 3.24638 0.77351 -0.17123 -0.03 0.01 0.03
C 3.50779 -0.38443 -0.94053 0.03 -0.21 0.01
C 3.47877 -1.58547 -0.02781 -0.07 -0.07 0.05
O 2.13313 -1.94801 0.24519 0.24 -0.04 0.06
C 1.96605 -2.85099 1.31637 -0.02 -0.16 -0.05
C 1.57339 -2.10304 2.56956 -0.08 0.01 0.03
O 0.21536 -1.70816 2.40133 0.15 -0.06 -0.02
C -0.13514 -0.57726 3.17946 -0.09 0.02 0.02
H 2.67458 1.92769 -1.80335 0.01 0.00 0.00
H 4.38724 2.06688 -1.32198 -0.01 0.00 0.00
H 3.11743 2.79091 -0.31004 0.00 0.00 0.00
H 4.50433 -0.34056 -1.40153 0.00 0.16 0.03
H 2.76763 -0.48435 -1.74607 0.05 -0.12 -0.02
H 3.99669 -1.33164 0.90524 0.04 0.00 -0.02
H 3.98684 -2.43701 -0.49391 0.03 0.05 -0.05
H 2.85741 -3.47114 1.45606 0.05 0.12 0.09
H 1.14946 -3.52438 1.03967 0.00 -0.01 -0.01
H 2.20353 -1.21361 2.68536 0.02 -0.02 -0.02
H 1.67879 -2.71894 3.47190 0.00 -0.03 -0.04
H -0.01181 -0.77711 4.24943 0.00 0.01 -0.01
H -1.17802 -0.35052 2.96476 0.00 0.00 -0.01
H 0.46968 0.28774 2.89732 0.02 -0.01 0.02
C 0.27806 3.98149 1.36657 0.11 0.12 -0.07
C -0.07733 3.99963 -0.11766 -0.16 0.17 0.03
S -0.18003 2.37100 -0.88767 0.26 0.06 -0.10
C -1.76088 2.38219 -1.74676 -0.11 -0.01 -0.09
C -3.01797 2.52470 -0.89165 0.01 0.09 -0.11
S -3.09563 1.36669 0.49531 -0.06 -0.12 0.04
C -3.42508 2.48566 1.87337 -0.02 0.11 0.14
C -2.40468 3.59078 2.14217 -0.16 0.08 -0.06
S -0.73970 2.96802 2.45588 0.03 -0.06 0.11
H 1.28466 3.57924 1.50162 -0.02 -0.05 0.00
H 0.30970 5.01468 1.72226 -0.04 -0.04 0.04
H -1.02644 4.51333 -0.27869 -0.01 -0.05 0.00
H 0.67704 4.60298 -0.62823 0.01 -0.08 -0.05
H -1.76442 3.15281 -2.52064 0.05 0.00 0.01
H -1.77414 1.41914 -2.26210 0.00 -0.01 0.03
H -3.10542 3.54050 -0.50496 0.01 -0.01 0.04
H -3.87992 2.36814 -1.54263 0.00 -0.04 0.03
H -4.40924 2.94994 1.76767 0.00 -0.04 -0.08
H -3.49289 1.83022 2.74470 0.03 -0.03 -0.02
H -2.36789 4.28423 1.30280 0.04 -0.03 -0.01
H -2.75248 4.17388 2.99765 0.07 -0.03 0.03
Cl 1.30703 0.90934 -4.26283 -0.11 -0.21 0.00
C 0.58813 -0.72733 -4.32208 0.10 0.46 -0.09
C 0.63777 -1.49086 -3.18453 0.17 -0.11 0.05
C 0.06034 -2.71720 -3.31457 -0.04 -0.50 0.27
Cl 0.06955 -3.85049 -1.87089 0.00 0.32 -0.32
C -0.55603 -3.20828 -4.45823 -0.03 0.08 -0.10
Cl -1.28768 -4.77639 -4.53264 -0.02 -0.04 0.02
C -0.58474 -2.38114 -5.58083 -0.02 -0.04 0.01
Cl -1.33705 -2.92380 -7.03527 -0.01 0.00 -0.03
C -0.00157 -1.11390 -5.51966 -0.04 -0.13 0.00
Cl -0.04158 -0.09100 -6.91022 0.02 0.03 0.01
C -3.53811 -5.33106 -0.29181 0.03 -0.13 -0.02
N -3.24461 -3.92335 -0.34775 -0.06 0.10 0.12
C -3.43532 -3.13213 -1.54686 0.04 -0.04 -0.10
C -2.64909 -1.87359 -1.20165 0.06 0.00 0.12
O -2.48700 -0.92444 -1.94340 -0.09 0.14 0.03
N -2.10001 -2.01039 0.05052 -0.48 -0.13 -0.04
C -2.43066 -3.22295 0.46659 0.21 -0.04 -0.01
N -1.95472 -3.68804 1.62900 -0.04 -0.04 0.05
H -4.58331 -5.50412 -0.54908 0.01 0.01 -0.02
H -3.38758 -5.71656 0.71474 -0.01 0.01 0.01
H -2.90424 -5.89724 -0.98040 -0.01 0.01 0.00
H -4.48646 -2.91591 -1.74143 0.00 0.02 -0.02
H -2.98568 -3.60960 -2.42159 -0.04 -0.02 -0.01
H -1.25147 -3.11535 2.07964 0.03 0.04 0.01
H -2.09571 -4.63277 1.93000 -0.01 -0.01 -0.04


[3]
114
Properties=species:S:1:pos:R:3:forces:R:3 method="wB97M-V/def2-TZVPD" homo_lumo_gap_ha=0.2839 largest_force_ha_per_bohr=0.0342 charge=+1
C -0.74879 0.45167 -2.77300 -0.18 -0.31 0.23
C -1.78908 -0.66104 -3.00898 0.65 0.12 -0.62
N -3.18531 -0.17973 -2.88868 0.33 -0.26 0.23
N -3.78516 0.00920 -4.04127 -0.01 0.01 0.17
C -5.01080 0.45439 -4.02318 0.08 0.35 -0.14
Cl -5.76526 0.68298 -5.53423 -0.04 0.01 -0.08
C -5.73612 0.75341 -2.84503 -0.20 -0.16 -1.18
N -6.97553 1.25699 -2.82779 0.29 -0.24 1.72
C -8.07934 0.70494 -2.46637 -0.16 0.15 -0.31
C -8.92518 1.29769 -1.39231 -0.71 0.73 -0.82
C -8.57691 -0.53251 -3.15966 0.30 -0.04 0.23
C -5.04355 0.51344 -1.64464 -0.13 0.03 -0.08
O -5.68000 0.71805 -0.47498 0.15 -0.04 0.03
C -3.73485 0.05518 -1.68088 -0.49 0.01 0.27
P -2.62952 -0.30721 -0.18741 1.08 -0.08 -0.07
O -3.09344 -1.83161 0.11139 -0.31 0.22 -0.42
Cl -3.37132 0.81604 1.34123 -0.56 -0.10 -0.19
H -1.23129 1.37875 -2.46354 0.05 0.05 -0.07
H -0.07032 0.14886 -1.97897 0.11 0.11 -0.06
H -0.18170 0.61810 -3.68491 0.05 0.12 0.07
H -1.63451 -1.53858 -2.38429 -0.20 0.12 0.22
H -1.68533 -0.99781 -4.03684 -0.30 -0.09 0.02
H -9.98395 1.14603 -1.60273 0.00 -0.12 0.15
H -8.76815 2.37216 -1.30014 0.25 -0.08 0.16
H -8.68521 0.79284 -0.45345 0.09 -0.06 -0.04
H -9.60663 -0.76149 -2.90207 0.07 -0.11 0.15
H -8.52115 -0.34244 -4.23198 0.06 -0.09 0.00
H -7.92525 -1.38059 -2.93066 -0.08 -0.07 -0.05
H -5.99229 1.63732 -0.44770 -0.24 -0.12 0.01
H -3.90476 -2.10266 -0.33824 -0.14 -0.21 0.38
C 4.33567 -2.25354 -3.70974 0.03 -0.24 -0.05
O 4.98167 -0.98358 -3.56252 0.01 -0.03 0.01
C 4.17027 0.06722 -3.60790 0.05 0.03 -0.08
O 2.97258 0.03306 -3.75203 -0.11 -0.01 0.07
O 4.90753 1.16493 -3.47501 0.01 0.01 0.03
C 4.17317 2.39073 -3.52675 0.01 0.15 -0.04
H 5.11556 -3.00592 -3.66042 0.07 0.07 0.00
H 3.62338 -2.41960 -2.90390 -0.06 0.07 -0.03
H 3.83647 -2.32004 -4.67406 -0.06 0.04 0.03
H 3.44602 2.43585 -2.71775 -0.04 -0.04 -0.03
H 3.67566 2.49610 -4.48884 -0.04 -0.05 0.01
H 4.90393 3.18387 -3.40517 0.06 -0.06 0.01
C 2.20567 3.56026 5.58036 0.18 0.14 0.24
O 1.48403 3.67400 4.34410 0.01 0.06 0.00
C 0.93886 2.54405 3.92198 0.05 0.03 0.01
O 0.99486 1.47436 4.47420 0.04 -0.01 -0.13
O 0.29726 2.78411 2.77332 0.00 0.01 -0.05
C -0.33919 1.63468 2.21668 0.17 0.01 -0.05
H 2.59856 4.54662 5.81160 -0.08 0.07 -0.16
H 1.54264 3.24063 6.38246 0.00 -0.10 -0.04
H 3.03478 2.86394 5.47566 -0.08 -0.10 -0.01
H -1.08836 1.24302 2.89978 0.06 -0.04 0.06
H 0.39545 0.86308 1.98749 -0.02 -0.04 0.08
H -0.81471 1.96593 1.29921 0.04 0.14 0.02
C -0.76842 1.07283 7.00167 -0.10 -0.03 -0.05
O -0.76857 1.86921 8.19223 0.00 0.03 -0.03
C -1.01514 1.18613 9.31012 0.01 0.02 0.01
O -1.23214 0.00514 9.38002 -0.02 -0.01 0.00
O -0.98058 2.03710 10.33435 0.00 0.02 0.01
C -1.22956 1.43404 11.60864 -0.01 0.04 0.15
H -0.55825 1.74592 6.18184 0.03 0.09 0.07
H 0.00693 0.31185 7.04550 -0.03 -0.03 0.03
H -1.74241 0.60837 6.85245 0.02 -0.08 0.10
H -0.47628 0.68090 11.82995 -0.04 -0.05 -0.05
H -2.22139 0.98747 11.63410 0.02 -0.06 -0.04
H -1.17035 2.23636 12.33752 0.02 0.06 -0.06
C 7.05806 -0.24613 -6.60990 0.16 0.00 0.22
O 6.39165 -0.74514 -7.77460 0.01 0.00 0.00
C 5.35073 -0.01367 -8.16075 0.01 -0.02 0.00
O 4.94496 0.98327 -7.61981 -0.03 -0.01 0.02
O 4.82624 -0.57526 -9.25040 -0.02 -0.02 0.00
C 3.69200 0.11509 -9.77988 -0.09 -0.01 -0.12
H 7.87465 -0.93052 -6.40147 -0.04 -0.09 -0.12
H 7.46107 0.74828 -6.79076 -0.09 0.04 -0.02
H 6.38136 -0.22476 -5.75808 -0.03 0.07 -0.02
H 3.96159 1.12686 -10.07576 -0.01 0.03 0.07
H 2.88487 0.14376 -9.05000 0.03 0.06 0.04
H 3.37714 -0.44886 -10.65266 0.06 -0.05 0.01
C 1.45426 6.91524 8.32900 -0.14 -0.14 0.07
O 2.19026 8.13883 8.28969 -0.02 0.00 0.00
C 3.27838 8.09892 7.52322 0.02 0.04 0.01
O 3.66283 7.14750 6.89128 -0.04 -0.05 -0.02
O 3.86851 9.28928 7.57427 0.00 0.01 0.00
C 5.06241 9.39270 6.79202 0.11 0.10 -0.03
H 0.60576 7.08392 8.98475 0.03 0.13 0.01
H 1.09725 6.64899 7.33543 0.07 -0.03 -0.02
H 2.06634 6.11151 8.73439 0.04 -0.01 -0.08
H 4.84678 9.22170 5.73929 0.00 -0.08 0.01
H 5.81092 8.68367 7.13956 -0.03 -0.06 -0.04
H 5.42548 10.40606 6.93158 -0.07 0.02 0.05
C -4.29940 -3.47196 2.71479 0.01 0.22 0.10
O -4.87945 -4.44980 1.84647 -0.03 0.08 -0.06
C -4.25718 -5.63476 1.86699 -0.03 -0.03 0.01
O -3.29484 -5.90670 2.53119 0.02 0.01 0.00
O -4.88858 -6.44806 1.02418 0.00 0.01 -0.04
C -4.32766 -7.76578 0.94835 -0.03 -0.15 -0.07
H -4.89504 -2.56996 2.59781 -0.06 -0.05 -0.07
H -4.34014 -3.79046 3.75406 0.06 -0.11 -0.03
H -3.27150 -3.26598 2.42506 0.04 -0.08 0.07
H -4.37284 -8.25630 1.91794 0.06 0.04 0.03
H -3.29814 -7.72395 0.59926 0.03 0.02 0.07
H -4.93628 -8.31052 0.23359 -0.05 0.07 -0.01
C 3.56448 -5.67409 -7.35569 -0.01 0.04 -0.14
O 3.64942 -6.86366 -6.56539 -0.02 0.00 -0.01
C 4.02440 -6.66266 -5.30510 0.03 -0.03 -0.04
O 4.27979 -5.59404 -4.80889 -0.03 0.08 0.06
O 4.07073 -7.83930 -4.68855 -0.02 -0.01 0.01
C 4.46930 -7.77586 -3.31570 0.03 -0.09 0.11
H 3.25234 -5.99280 -8.34523 0.00 -0.08 0.02
H 2.82625 -4.99016 -6.94061 0.05 0.02 0.05
H 4.53372 -5.18350 -7.41816 -0.01 0.03 0.07
H 3.76694 -7.17646 -2.73968 0.03 0.06 -0.02
H 5.47240 -7.36414 -3.22635 -0.02 0.07 -0.01
H 4.46056 -8.79883 -2.95312 -0.02 -0.03 -0.08


[4]
11
Properties=species:S:1:pos:R:3:forces:R:3 method="wB97M-V/def2-TZVPD" homo_lumo_gap_ha=0.3012 smiles="O=S(=O)([O-])CC(F)(F)Br" e_above_lowest_ev=0.0000 largest_force_ha_per_bohr=0.0781 charge=-1
O 0.91343 -1.73067 -0.26713 0.22 -0.07 -0.02
S 1.51936 -0.44812 0.03320 -0.33 0.90 -0.03
O 2.38729 0.07991 -1.00804 0.12 -0.10 0.00
O 2.03519 -0.31452 1.38474 0.07 -0.09 0.06
C 0.10331 0.77216 0.00349 -2.49 -3.15 -0.24
C -1.34718 -0.18924 -0.03942 2.90 2.45 0.25
F -1.46717 -0.87395 -1.16288 -0.06 -0.20 -0.21
F -1.42355 -1.00209 1.00272 -0.07 -0.23 0.12
Br -2.92060 0.99197 0.05879 -0.27 0.29 0.02
H 0.07608 1.36518 0.90536 -0.03 0.10 0.11
H 0.12382 1.34937 -0.91082 -0.05 0.09 -0.07